ORCA calculation (the ωB97M-V functional and the def2-TZVPD basis) on a 2-piece molecular cluster, C6H16O overall in a non-equilibrium geometry.

Output
Calculated total energy = -8528.596 eV
SMILES = CCCCCC.O
F_max = 2.30 eV/Å
HOMO = -10.332 eV
Kohn-Sham gap = 0.4079 hartree
ΔE to the lowest compared entry with this formula, charge and spin = 61.4 kJ/mol

Each atom is followed by the atoms it is bonded to, with distances in Å.
CARTESIAN COORDINATES (ANGSTROEM)
1 C -1.61422 0.10277 1.56352  C2 1.564, H7 1.088, H8 1.071, H9 1.090
2 C -1.13845 -1.18390 0.81340  C1 1.564, C3 1.533, H10 1.098, H11 1.094
3 C -0.52852 -0.94031 -0.57203  C2 1.533, C4 1.529, H12 1.106, H13 1.078
4 C 0.50385 0.17406 -0.74730  C3 1.529, C5 1.522, H14 1.094, H15 1.090
5 C 1.74888 0.17593 0.12752  C4 1.522, C6 1.530, H16 1.063, H17 1.094
6 C 2.58796 -1.10290 0.16372  C5 1.530, H18 1.096, H19 1.091, H20 1.071
7 H -2.66515 0.29763 1.35808  C1 1.088
8 H -1.50538 -0.06546 2.61518  C1 1.071
9 H -1.04855 0.94025 1.15442  C1 1.090
10 H -0.41372 -1.69677 1.45990  C2 1.098
11 H -1.97317 -1.88822 0.75202  C2 1.094
12 H 0.03449 -1.85745 -0.82705  C3 1.106
13 H -1.31139 -0.92345 -1.31260  C3 1.078
14 H 0.00303 1.10863 -0.47663  C4 1.094
15 H 0.54871 0.36456 -1.82005  C4 1.090
16 H 2.32975 1.00307 -0.20162  C5 1.063
17 H 1.42669 0.41949 1.14399  C5 1.094
18 H 2.84456 -1.35231 -0.87240  C6 1.096
19 H 2.04025 -1.97346 0.52818  C6 1.091
20 H 3.50863 -0.93851 0.68659  C6 1.071
21 H -2.44241 2.65931 -1.70126  O23 0.956
22 H -1.41161 3.81129 -1.96872  O23 0.958
23 O -1.52422 2.86573 -1.86686  H21 0.956, H22 0.958

The Mulliken scheme yields these atomic charges, measured in e: -1.05, -0.40, -0.78, -0.52, -0.43, -1.27, 0.33, 0.30, 0.21, 0.20, 0.42, 0.29, 0.43, 0.17, 0.43, 0.43, 0.24, 0.30, 0.28, 0.40, 0.31, 0.30, -0.61